# C35H41AuFGeN2O3

A structure of composition C35H41AuFGeN2O3 (the ωB97M-V functional and the def2-TZVPD basis, the OMol25 dataset).

**⟨S²⟩**: 2.020
**Gap between HOMO and LUMO (alpha / beta)**: 7.64 / 6.61 eV
**Lowest unoccupied orbital energy (alpha / beta)**: -3.18 / -4.83 eV
**E_HOMO (alpha / beta)**: -10.8 / -11.4 eV

The geometry in ORCA input format:
```
! RIJCOSX wB97M-V def2-TZVPD def2/J DEFGRID3
* xyz 1 3
Au 0.4170 -0.1777 -1.9817
C 5.5383 1.3219 3.3016
C 4.4064 0.3648 3.7022
C 3.8424 0.8546 5.0416
C 2.7474 -0.0776 5.5201
C 1.7023 -0.2338 4.4557
C 0.3959 -0.5891 4.8294
C -0.5858 -0.7578 3.8619
F -1.8285 -1.0875 4.2388
C -0.2942 -0.5949 2.5199
C 1.0118 -0.2595 2.1390
C 1.3141 -0.1177 0.6923
O 0.3979 -0.1777 -0.1185
C 2.7235 0.0763 0.3156
C 3.6073 0.2469 1.3091
N 3.3418 0.2810 2.6734
C 2.0351 -0.0712 3.0950
C 3.1643 0.0661 -1.1458
O 4.3989 0.2893 -1.3450
O 2.2707 -0.1777 -2.0008
H 6.2350 1.4743 4.1335
H 5.1468 2.3006 3.0026
H 6.1299 0.9239 2.4715
H 4.8353 -0.6371 3.8382
H 3.4432 1.8725 4.9328
H 4.6335 0.8988 5.7998
H 2.3040 0.3333 6.4347
H 3.1609 -1.0641 5.7615
H 0.1324 -0.7320 5.8729
H -1.0703 -0.7363 1.7737
H 4.6534 0.3740 1.0447
C -2.1123 -6.6169 -0.6346
C -1.2794 -5.3770 -0.9456
C -1.6023 -4.2379 0.0322
C -0.7563 -2.9842 -0.2146
Ge -1.0112 -2.1722 -1.9817
C -2.8283 -1.5706 -2.3724
C -3.7438 -2.7512 -2.7168
C -5.1602 -2.3155 -3.1243
C -5.9324 -1.6382 -1.9918
H -1.8592 -7.4250 -1.3528
H -3.1952 -6.3858 -0.7258
H -1.9004 -6.9767 0.3948
H -1.4991 -5.0639 -1.9875
H -0.2017 -5.6388 -0.8695
H -1.3954 -4.5877 1.0673
H -2.6774 -3.9752 -0.0229
H 0.3201 -3.2320 -0.0976
H -1.0206 -2.2217 0.5481
H -0.5156 -3.0971 -3.1221
H -2.7748 -0.8907 -3.2491
H -3.2005 -1.0030 -1.4958
H -3.8140 -3.4524 -1.8634
H -3.2971 -3.2973 -3.5762
H -5.7257 -3.2229 -3.4285
H -5.1075 -1.6318 -3.9993
H -6.0076 -2.3186 -1.1171
H -6.9579 -1.3942 -2.3409
H -5.4443 -0.6920 -1.6821
N -0.7108 1.3973 -1.9817
C -0.3616 2.5956 -1.8203
C 1.0784 2.8927 -1.6511
C 2.0340 2.2189 -2.4212
C 3.3908 2.5032 -2.2557
C 3.7964 3.4535 -1.3188
C 2.8477 4.1196 -0.5431
C 1.4896 3.8396 -0.7058
C -1.4065 3.6457 -1.8081
C -1.1510 4.8944 -2.3876
C -2.1361 5.8841 -2.3814
C -3.3790 5.6293 -1.8028
C -3.6417 4.3842 -1.2325
C -2.6596 3.3915 -1.2366
H 1.7314 1.4791 -3.1579
H 4.1312 1.9819 -2.8572
H 4.8536 3.6715 -1.1895
H 3.1658 4.8534 0.1931
H 0.7634 4.3542 -0.0818
H -0.1948 5.1045 -2.8599
H -1.9354 6.8519 -2.8338
H -4.1458 6.4001 -1.8009
H -4.6122 4.1845 -0.7854
H -2.8786 2.4275 -0.7844
H 0.4170 -0.1777 -3.5973
*
```

Mulliken population analysis, charges in e, atoms 1 to 6:
1. Au 0.81
2. C -1.65
3. C 0.44
4. C -1.06
5. C -1.07
6. C 1.43



# C4H10N3O

The ion C4H10N3O with charge +1 (the ωB97M-V functional and the def2-TZVPD basis, the OMol25 dataset).

**Gap between HOMO and LUMO**: 8.32 eV
**Lowest unoccupied orbital energy**: -3.83 eV
**E_HOMO**: -12.2 eV

The geometry in ORCA input format:
```
! RIJCOSX wB97M-V def2-TZVPD def2/J DEFGRID3
* xyz 1 1
C 0.0692 -0.7401 -0.0593
C 0.3650 0.8576 -0.0945
C -1.3512 -1.0365 -0.1747
C 0.5982 1.6122 1.2089
N -0.7236 1.4070 -0.8554
N -1.6959 0.8134 -1.0850
N 1.1514 -1.2156 -1.0881
O -1.7650 -1.1247 1.1310
H 0.5244 -1.0344 0.8170
H 1.1194 1.1576 -0.8128
H -1.6325 -1.6428 -1.0256
H 0.3998 2.7297 1.1692
H 1.5596 1.6951 1.5882
H 0.0530 1.3272 1.9877
H 2.0639 -1.1270 -0.7440
H 0.9633 -0.6984 -1.9251
H 0.9309 -2.1724 -1.2625
H -2.6299 -0.8081 1.2250
*
```

Mulliken population analysis, charges in e, atoms 1 to 6:
1. C -0.30
2. C 0.39
3. C -0.17
4. C -1.67
5. N 0.02
6. N -0.37



# C41H30Cl3N9O4S2Se2Tl

A structure of composition C41H30Cl3N9O4S2Se2Tl (the ωB97M-V functional and the def2-TZVPD basis, the OMol25 dataset).

**Gap between HOMO and LUMO**: 6.32 eV
**Lowest unoccupied orbital energy**: 1.70 eV
**E_HOMO**: -4.6 eV

The geometry in ORCA input format:
```
! RIJCOSX wB97M-V def2-TZVPD def2/J DEFGRID3
* xyz -1 1
Tl 1.2188 -1.8153 -0.1787
C 1.0078 -1.5608 -4.6134
C 1.9579 -1.4806 -3.6112
N 1.8665 -0.5769 -2.6427
C 0.8080 0.2217 -2.6424
C -0.1338 0.1379 -3.6666
N -0.0335 -0.7322 -4.6606
C 0.6394 1.1707 -1.4793
C -0.4332 2.0564 -1.4407
C -0.5693 2.9178 -0.3672
C 0.3808 2.8547 0.6421
C 1.4018 1.9144 0.5529
N 1.5241 1.1041 -0.4842
C 2.3994 1.7626 1.6625
C 2.1069 2.2136 2.9524
N 2.9643 2.1207 3.9610
C 4.1332 1.5476 3.6882
C 4.4282 1.0803 2.4193
N 3.5752 1.1890 1.4076
C -1.7048 3.8747 -0.3060
C -1.5411 5.1779 0.1476
C -2.6403 6.0204 0.1827
N -3.8693 5.6562 -0.1892
C -4.0203 4.4007 -0.6159
C -2.9811 3.4861 -0.6951
H 1.0842 -2.3024 -5.4002
H 2.8107 -2.1506 -3.5779
H -1.0032 0.7826 -3.6902
H -1.1515 2.0932 -2.2469
H 0.2994 3.5152 1.4940
H 1.1419 2.6432 3.1877
H 4.8453 1.4579 4.5013
H 5.3833 0.6063 2.2124
H -0.5655 5.5408 0.4468
H -2.5310 7.0434 0.5271
H -5.0242 4.1035 -0.8994
H -3.1774 2.4717 -1.0239
Se 1.9681 -3.4267 2.9950
Se 1.8684 -1.4767 4.3263
C 0.3746 -0.5071 3.5845
C -0.2025 0.4572 4.4122
C -1.2700 1.1879 3.9266
C -1.7374 0.9336 2.6440
C -1.1057 -0.0500 1.9015
N -0.0608 -0.7541 2.3575
C 3.7090 -3.0217 2.2503
C 4.8610 -3.6712 2.6828
C 6.0518 -3.3473 2.0522
C 6.0503 -2.4547 0.9858
C 4.8273 -1.9345 0.6098
N 3.7152 -2.1553 1.2608
H 0.1838 0.6131 5.4125
H -1.7380 1.9450 4.5454
H -2.5789 1.4742 2.2284
H -1.4347 -0.3023 0.8951
H 4.8064 -4.4017 3.4767
H 6.9836 -3.7906 2.3810
H 6.9593 -2.1912 0.4631
H 3.9953 -0.2438 -0.1877
C 1.3868 -6.5568 -0.9402
S 1.7381 -5.0840 -0.0286
O 0.4409 -4.5065 0.3088
O 2.4887 -5.5414 1.1488
O 2.5356 -4.2378 -0.9189
H 0.7926 -7.2098 -0.3032
H 2.3328 -7.0243 -1.2083
H 0.8247 -6.2740 -1.8300
C -8.2947 3.6960 -1.3524
C -7.1590 2.6999 -1.2738
O -6.0084 3.0324 -1.1854
S -7.7228 1.0020 -1.3363
C -6.1920 0.1248 -1.3004
C -5.5662 -0.2287 -2.4923
C -4.3179 -0.8278 -2.4691
C -3.6623 -1.0855 -1.2558
C -4.3334 -0.7691 -0.0659
C -5.5805 -0.1678 -0.0862
C -2.3139 -1.5652 -1.2354
C -1.1049 -1.7730 -1.3254
H -8.1795 4.2742 -2.2699
H -8.2190 4.3838 -0.5102
H -9.2689 3.2096 -1.3503
H -6.0528 -0.0089 -3.4351
H -3.8130 -1.0805 -3.3927
H -3.8472 -0.9818 0.8779
H -6.0762 0.0960 0.8399
Cl 7.5907 -1.4944 -2.1219
C 5.8784 -1.9765 -2.3086
Cl 5.6946 -3.6867 -1.7542
Cl 5.4371 -2.0210 -4.0390
C 5.0934 -0.8746 -1.6784
N 4.6545 -0.9711 -0.4654
*
```

Mulliken population analysis, charges in e, atoms 1 to 6:
1. Tl 1.27
2. C -0.65
3. C -0.28
4. N -0.12
5. C 0.29
6. C -0.05



# C4H10N3

A cluster of 2 separate species, C4H10N3 in total (the ωB97M-V functional and the def2-TZVPD basis, the OMol25 dataset).

**Gap between HOMO and LUMO**: 10.43 eV
**Lowest unoccupied orbital energy**: -3.00 eV
**E_HOMO**: -13.4 eV

The geometry in ORCA input format:
```
! RIJCOSX wB97M-V def2-TZVPD def2/J DEFGRID3
* xyz 1 1
C -0.2750 -0.0248 -1.5525
C 0.6167 0.5587 -0.6211
C 1.2405 -1.5760 -1.1809
C 0.7555 1.8373 0.0679
N 0.0415 -1.3447 -1.7976
N 1.5000 -0.4798 -0.4979
N -1.5578 -0.4792 1.5786
H -1.1407 0.4465 -2.0841
H 1.7589 -2.4726 -1.0982
H 1.8572 1.9136 0.4107
H -0.0376 1.7361 0.8885
H 0.5011 2.6568 -0.5927
H -0.4346 -1.9651 -2.4956
H 2.4904 -0.4758 0.0150
H -2.1283 -1.2908 1.6702
H -1.5203 -0.0085 2.5645
H -2.1308 0.1237 0.9544
*
```

Mulliken population analysis, charges in e, atoms 1 to 6:
1. C -0.57
2. C 0.64
3. C -0.27
4. C -0.89
5. N -0.05
6. N -0.12



# C22H32N4O4S

A structure of composition C22H32N4O4S (the ωB97M-V functional and the def2-TZVPD basis, the OMol25 dataset).

**Gap between HOMO and LUMO**: 6.41 eV
**Lowest unoccupied orbital energy**: -0.81 eV
**E_HOMO**: -7.2 eV

The geometry in ORCA input format:
```
! RIJCOSX wB97M-V def2-TZVPD def2/J DEFGRID3
* xyz 0 1
C 0.4191 6.2013 4.0613
N 0.5931 4.8277 3.4023
S 1.0803 4.7454 1.7543
O -0.1431 4.8084 0.9637
O 1.9097 6.1131 1.4365
C 1.8947 3.4345 1.8339
C 1.2558 2.3083 1.4302
C 2.1843 1.0643 1.1622
C 3.5085 1.0480 1.6986
C 3.9364 2.1746 2.2244
C 3.4309 3.2579 2.3618
H 3.8395 4.3100 2.6504
H 4.8893 2.3059 2.5072
N 4.1739 -0.2662 1.7451
C 3.5980 -1.2316 1.1012
C 2.2284 -1.3329 0.8604
C 1.2745 -0.1289 0.7104
O 0.2171 -0.1069 0.3886
C 1.9214 -2.8219 0.1087
O 2.6495 -3.6724 0.2500
N 0.6216 -2.7161 -0.1990
C 0.0364 -3.9580 -0.5737
C -0.1417 -3.8031 -2.2169
H 0.7559 -3.6446 -2.5760
H -0.4412 -4.6274 -2.8752
C -1.0685 -2.5460 -2.6367
N -2.4364 -2.3717 -1.8727
C -2.6351 -1.2982 -1.3979
C -3.3367 -0.1825 -2.3258
C -4.5176 -0.8252 -3.2502
H -5.0939 -1.2899 -2.6561
C -3.9176 -1.7571 -4.3961
C -3.7860 -3.3130 -3.7488
H -4.8315 -3.6865 -3.8426
H -3.1384 -3.7324 -4.3989
C -3.1927 -3.5371 -2.2470
H -4.1035 -3.2013 -1.7847
H -3.0645 -4.5009 -1.9207
H -4.6497 -1.9012 -5.0960
H -2.9150 -1.5111 -4.5643
H -5.0776 -0.0429 -3.7516
H -2.4670 0.0404 -2.8370
H -3.6377 0.7672 -1.8769
H -3.6574 -1.2630 -0.6301
H -1.8143 -0.6276 -0.8455
H -1.3277 -2.4949 -3.7802
H -0.6276 -1.5968 -2.3291
H 0.4574 -4.8058 -0.6710
H -0.8856 -4.1653 -0.4049
H 0.0904 -1.8984 0.0240
H 4.1897 -2.2294 1.1363
C 5.5360 -0.2776 2.1479
H 6.1416 0.2937 1.4684
H 5.3933 -0.0306 3.2884
H 5.7109 -1.3469 2.0871
H 0.3529 2.0833 1.0345
C -0.4251 4.0994 3.7237
H -0.1352 3.0754 3.4894
H -1.3003 4.2547 3.3282
H -0.7576 3.7699 5.0225
H -0.5415 6.7112 3.6273
H 0.5004 6.1731 5.1521
H 1.2769 6.8757 3.5243
*
```

Mulliken population analysis, charges in e, atoms 1 to 6:
1. C -0.87
2. N 0.03
3. S 1.27
4. O -0.69
5. O -0.77
6. C 0.31



# C23H23PSbY

A structure of composition C23H23PSbY (the ωB97M-V functional and the def2-TZVPD basis, the OMol25 dataset).

**Gap between HOMO and LUMO (alpha / beta)**: 5.01 / 5.15 eV
**Lowest unoccupied orbital energy (alpha / beta)**: -0.98 / -0.86 eV
**E_HOMO (alpha / beta)**: -6.0 / -6.0 eV

The geometry in ORCA input format:
```
! RIJCOSX wB97M-V def2-TZVPD def2/J DEFGRID3
* xyz 0 1
C -0.0660 -0.7064 -3.8945
C -0.9537 0.3845 -3.9279
C -0.1459 1.5744 -3.9000
C 1.2096 1.2052 -4.1114
C 1.2911 -0.1913 -3.9801
Y 1.6309 -1.6363 -0.4900
P 0.0245 -3.8048 -1.8357
H -0.3590 -1.7478 -3.7918
H -2.0413 0.3691 -3.7979
H -0.5668 2.5777 -4.0608
H 2.2353 -0.7148 -3.8551
H 2.0698 1.8815 -4.2146
H 0.7924 -4.8667 -2.4004
H -1.1894 -4.0985 -2.5347
H -0.3774 -4.5800 -0.6301
C -0.7380 4.3998 3.3017
C 0.2916 4.4240 2.3578
C 0.3828 3.4106 1.3975
C -0.5521 2.3697 1.3690
C -1.5633 2.3300 2.3357
C -1.6549 3.3465 3.2991
Sb -0.3278 0.9150 -0.2428
C 1.8350 0.4516 0.4006
C 2.9427 0.3482 -0.4723
C 3.8706 -0.6838 -0.2073
C 3.8709 -1.3582 1.0344
C 2.9140 -1.0236 2.0014
C 1.8307 -0.1919 1.6620
C -1.7017 -0.6262 0.5026
C -1.2050 -1.7233 1.2018
C -2.0677 -2.7459 1.6261
C -3.4414 -2.6575 1.3713
C -3.9493 -1.5396 0.6997
C -3.0787 -0.5277 0.2626
H -0.8237 5.2005 4.0304
H 1.0236 5.2284 2.3575
H 1.1960 3.4351 0.6697
H -2.2850 1.5103 2.3489
H -2.4497 3.3132 4.0433
H 3.1035 0.9742 -1.3612
H 4.6036 -0.9622 -0.9589
H 4.7373 -1.9644 1.3158
H 3.0275 -1.3109 3.0498
H 1.0678 0.0048 2.4234
H -0.1328 -1.8061 1.4873
H -1.6523 -3.6064 2.1568
H -4.1095 -3.4565 1.7041
H -5.0237 -1.4619 0.5156
H -3.4948 0.3381 -0.2584
*
```

Mulliken population analysis, charges in e, atoms 1 to 6:
1. C -0.33
2. C -0.87
3. C -0.40
4. C -0.76
5. C -0.62
6. Y 0.81



Quick rundown of electronic energy, same order as above: -108997.7156; -10817.0612; -259227.2120; -8773.7633; -48300.0453; -41085.9066 eV
Quick rundown of max |F|, same order as above: 7.01; 4.45; 2.60; 5.49; 19.22; 3.60 eV Å⁻¹